# 1
A 7-piece molecular cluster, C25H29Cl6F3O3 overall in a non-equilibrium geometry, computed with wB97M-V/def2-TZVPD.

XYZ file:
```
66
Properties=species:S:1:pos:R:3
C 1.4091 -3.6031 -0.4823
C 1.3913 -4.1435 0.9932
O 0.6195 -5.3755 1.1238
C 1.2537 -6.5066 0.7434
O 2.3604 -6.5899 0.3037
O 0.4900 -7.6310 0.8066
C -0.8703 -7.6731 1.3077
H 1.9739 -2.6853 -0.6465
H 0.4008 -3.6093 -0.8962
H 1.9547 -4.3362 -1.0765
H 0.9291 -3.4286 1.6739
H 2.4155 -4.2519 1.3501
H -1.5427 -7.6966 0.4501
H -1.0554 -6.8070 1.9430
H -0.9545 -8.5674 1.9251
F -0.6966 7.8763 -2.8454
C 0.1867 7.4116 -1.9237
C 1.2953 8.2624 -1.7659
C 2.3503 7.8035 -0.9746
C 2.2073 6.6030 -0.3209
C 1.0610 5.7512 -0.4675
C 0.0611 6.1925 -1.3306
H 1.3786 9.1854 -2.3205
H 3.2229 8.3657 -0.6764
H 3.0309 6.3176 0.3167
H 0.9986 4.7685 -0.0238
H -0.7333 5.5270 -1.6348
F -1.0458 -0.4132 -1.1568
C -1.5722 -1.5622 -0.8528
C -1.9150 -1.8547 0.4372
C -2.3999 -3.1291 0.7110
C -2.6458 -3.9994 -0.3336
C -2.3818 -3.6773 -1.6540
C -1.8549 -2.4376 -1.9468
H -1.6564 -1.1078 1.1732
H -2.5972 -3.4557 1.7214
H -2.8025 -5.0588 -0.1939
H -2.6366 -4.3357 -2.4714
H -1.6297 -2.1785 -2.9707
F -1.3204 1.4116 2.3823
C -2.3204 2.2755 2.2673
C -3.5844 1.8523 1.8022
C -4.6258 2.7891 1.6279
C -4.4251 4.0985 1.8549
C -3.1789 4.5551 2.2706
C -2.1409 3.6311 2.5161
H -3.7398 0.8140 1.5487
H -5.5768 2.4436 1.2502
H -5.2752 4.7554 1.7448
H -3.0263 5.5742 2.5941
H -1.1697 3.9171 2.8921
Cl 1.1069 1.8610 0.2248
C 1.2630 0.3430 1.0991
Cl 2.7215 -0.5462 0.5178
H 1.4096 0.6303 2.1403
H 0.3529 -0.2235 0.9020
Cl 2.3963 -0.4879 -3.0081
C 1.0207 0.6087 -3.0988
Cl 1.3142 2.2630 -3.7258
H 0.1126 0.2236 -3.5626
H 0.8106 0.7334 -2.0366
Cl 7.2621 -1.9388 -0.6010
C 5.4746 -2.2381 -0.5892
Cl 5.1236 -3.2527 0.8597
H 4.9779 -1.2779 -0.4502
H 5.0370 -2.7653 -1.4369
```

Kohn-Sham gap = 9.6 eV
DFT total energy = -4256.4388 hartree
ΔE to the lowest compared entry with this formula, charge and spin = 113.65 kJ/mol
LUMO level = 0.017 Ha
HOMO level = -9.17 eV

---

# 2
C25H29CrN3O3 as an isolated structure, computed with wB97M-V/def2-TZVPD.

XYZ file:
```
61
Properties=species:S:1:pos:R:3
Cr 0.5339 -0.7012 -0.2783
C -2.4174 -1.1254 -0.3775
N -1.2165 -1.9192 -0.0514
C -1.0931 -3.0578 -0.9849
C -1.2199 -2.4038 1.3398
C -2.2492 -3.2075 1.7853
C -2.2235 -3.7633 3.0585
C -1.1144 -3.5200 3.8527
C -0.0788 -2.7048 3.4186
C -0.1130 -2.0833 2.1586
N 0.8323 -1.2504 1.6084
C 1.9318 -0.6819 2.2137
C 2.1833 -0.5618 3.5888
C 3.3476 0.0279 4.0619
C 4.3032 0.5280 3.1939
C 4.0480 0.4690 1.8286
C 2.8831 -0.0930 1.3489
N 2.6008 -0.0979 -0.0966
C 2.8155 1.2258 -0.7152
C 3.4300 -1.1077 -0.7859
H -3.3263 -1.7310 -0.3174
H -2.3156 -0.7397 -1.3923
H -2.4917 -0.2868 0.3113
H -1.9701 -3.7096 -0.9267
H -0.2054 -3.6344 -0.7297
H -0.9926 -2.6734 -1.9997
H -3.0834 -3.4174 1.1254
H -3.0360 -4.3864 3.4060
H -1.0407 -3.9738 4.8338
H 0.7808 -2.5870 4.0578
H 1.4456 -0.8855 4.3049
H 3.4953 0.0984 5.1329
H 5.2146 0.9757 3.5655
H 4.7654 0.8834 1.1306
H 3.8759 1.4913 -0.7221
H 2.2420 1.9743 -0.1761
H 2.4576 1.1825 -1.7436
H 4.4947 -0.8705 -0.6902
H 3.1561 -1.1275 -1.8414
H 3.2449 -2.0872 -0.3468
C -3.4556 5.1110 -0.1573
O -3.3274 4.7054 -1.5124
C -2.5108 3.6662 -1.7799
C -2.4493 3.3096 -3.1606
C -1.6546 2.2771 -3.5222
C -0.8852 1.5149 -2.5865
C -0.1524 0.3868 -3.0427
C 0.0015 0.0792 -4.5123
O 0.3863 -0.4558 -2.2760
C -0.9354 1.8930 -1.1857
O -0.2690 1.3344 -0.2673
C -1.7898 2.9949 -0.8349
H -4.1677 5.9303 -0.1569
H -2.4982 5.4548 0.2382
H -3.8335 4.2945 0.4606
H -3.0381 3.8657 -3.8760
H -1.6265 2.0053 -4.5684
H -0.0089 0.9534 -5.1559
H -0.8080 -0.5878 -4.8206
H 0.9388 -0.4572 -4.6454
H -1.8110 3.2570 0.2124
```

Kohn-Sham gap (alpha / beta) = 6.8 / 7.2 eV
multiplicity = 5
DFT total energy = -2404.5597 hartree
LUMO level (alpha / beta) = 0.019 / 0.016 Ha
expectation value of S² = 6.013
HOMO level (alpha / beta) = -6.32 / -6.82 eV

---

# 3
C25H29F3N6O5STi as an isolated structure in a non-equilibrium geometry, computed with wB97M-V/def2-TZVPD.

XYZ file:
```
70
Properties=species:S:1:pos:R:3
Ti 0.3280 -0.2515 0.2347
C -2.4014 0.4061 1.8511
O -1.2189 -0.3906 1.9718
C -0.5106 -0.1496 3.1681
C -1.0027 -0.4271 4.4240
C -0.2157 -0.1475 5.5382
C 1.0412 0.4289 5.3751
C 1.5236 0.7623 4.1293
C 0.7550 0.4702 2.9857
N 1.0459 0.7296 1.6941
N 2.0148 1.5750 1.3571
C 1.8560 2.2198 0.1955
C 0.6511 2.1922 -0.5966
O -0.3410 1.3552 -0.3402
C 0.5128 3.1268 -1.6411
C 1.4882 4.0467 -1.9318
C 2.6988 4.0743 -1.2067
C 3.7128 5.0104 -1.4877
C 4.8963 4.9882 -0.8000
C 5.1151 4.0292 0.1937
C 4.1291 3.1316 0.5137
C 2.9024 3.1378 -0.1646
H -2.3058 1.3344 2.4222
H -3.2710 -0.1542 2.2174
H -2.5259 0.6633 0.7954
H -1.9879 -0.8548 4.5459
H -0.5885 -0.3647 6.5267
H 1.6498 0.6151 6.2478
H 2.4772 1.2489 3.9982
H -0.4054 3.0938 -2.2152
H 1.3487 4.7516 -2.7408
H 3.5379 5.7518 -2.2572
H 5.6697 5.7078 -1.0229
H 6.0651 4.0025 0.7067
H 4.2822 2.3904 1.2807
N 1.1890 -1.9602 1.3470
C 1.2736 -3.3303 0.8411
C -0.1103 -3.8436 0.4512
C -0.6398 -3.0777 -0.7613
N -1.0398 -1.7159 -0.4136
H 2.1394 -1.5860 1.4077
H 0.7967 -1.9815 2.2917
H 1.7217 -4.0012 1.5901
H 1.9177 -3.3311 -0.0434
H -0.8008 -3.7417 1.2943
H -0.0385 -4.9027 0.2005
H -1.4848 -3.6264 -1.2090
H 0.1659 -3.0166 -1.4985
H -1.9342 -1.7472 0.0756
H -1.1718 -1.1722 -1.2946
F 4.9402 -0.7138 -2.7601
C 3.7869 -0.0987 -2.4962
F 4.0659 1.1147 -2.0392
F 3.1341 0.0405 -3.6602
S 2.6975 -1.0793 -1.3243
O 3.3681 -1.0709 -0.0556
O 2.5588 -2.3510 -1.9811
O 1.4559 -0.3090 -1.3406
C 0.7202 0.0486 -5.9134
N -0.1083 0.1588 -4.7457
C -1.0477 1.1132 -4.4806
C -1.5951 0.7840 -3.2743
N -1.0116 -0.3511 -2.8067
C -0.1222 -0.6976 -3.7071
H 0.6927 0.9780 -6.4779
H 0.3699 -0.7636 -6.5553
H 1.7480 -0.1560 -5.6178
H -1.2580 1.9185 -5.1541
H -2.3624 1.2777 -2.7110
H 0.5280 -1.5483 -3.6307
```

Kohn-Sham gap (alpha / beta) = 5.9 / 7.1 eV
multiplicity = 3
DFT total energy = -3222.1367 hartree
ΔE to the lowest compared entry with this formula, charge and spin = 187.79 kJ/mol
LUMO level (alpha / beta) = 0.007 / 0.001 Ha
expectation value of S² = 2.051
HOMO level (alpha / beta) = -5.69 / -7.06 eV

---

# 4
C25H29FN6O4 as an isolated structure in a non-equilibrium geometry, computed with wB97M-V/def2-TZVPD.

XYZ file:
```
65
Properties=species:S:1:pos:R:3
C 1.3668 -8.5724 1.3605
H 2.3174 -9.1174 1.3285
O 1.8155 -7.2993 0.5535
C 0.9878 -6.3873 0.5034
C 1.6500 -5.2670 -0.0975
C 0.6090 -4.2746 -0.2735
C -0.7906 -4.3361 0.2620
C -1.1046 -5.4150 0.6302
C -0.3040 -6.5331 0.8612
H -0.7380 -7.2993 1.4693
H -2.3428 -5.4818 0.8947
C -1.5527 -3.2375 -0.2691
N -1.0502 -1.9519 -0.6528
N -2.4210 -1.2532 -0.7076
N -3.1959 -1.9065 -0.0950
N -2.9594 -3.1232 0.3817
C -2.3877 0.1383 -0.9447
H -3.3478 0.4929 -0.5380
H -2.5470 0.2254 -2.3242
C -1.3088 0.7997 -0.5691
O -1.1800 1.4020 0.4139
N -0.2247 0.5836 -1.2872
C -0.0762 0.1170 -2.6892
H 0.8686 -0.3352 -2.7082
H -0.5445 -0.7251 -2.9936
C -0.2629 1.2643 -3.7473
O -0.2505 0.6207 -4.8339
H 0.4609 0.3206 -5.4230
H -1.2982 1.5767 -3.4367
H 0.4711 2.0038 -3.6204
C 1.1596 1.3263 -0.8993
C 1.5813 0.8730 0.6024
C 2.0932 1.7714 1.4989
C 2.5192 1.3173 2.9065
C 2.0882 0.0320 3.2657
C 1.2646 -0.7831 2.1920
C 1.2603 -0.3547 0.9634
H 0.3841 -1.0558 0.5103
H 1.1003 -1.8199 2.6490
F 2.1965 -0.4739 4.4109
H 2.8520 2.0627 3.6448
H 2.2027 2.5844 1.2789
H 2.0030 0.8641 -1.3419
C 1.1948 2.8169 -0.8874
O 1.7905 3.2263 -2.0363
N 0.4185 3.7003 -0.1330
H -0.1526 3.1111 0.6148
C 0.1845 5.1067 -0.1376
C -1.2955 5.2689 -0.7617
H -1.9529 4.1713 -0.6623
H -1.4162 5.7348 -1.6754
C -1.8487 6.1683 0.4262
H -1.6660 7.3789 0.1215
H -2.9724 6.0688 0.7863
C -1.0768 5.8971 1.8076
H -1.2821 6.5532 2.5191
H -1.2415 4.7955 2.1182
C 0.3360 5.5651 1.1155
H 0.9947 5.0901 1.6351
H 0.5646 6.7843 1.0839
H 0.9390 5.3977 -1.0305
H 0.8981 -3.2992 -0.8338
H 2.5037 -5.2530 -0.5354
H 1.0603 -8.5624 2.4405
H 0.6550 -9.0938 0.8955
```

Kohn-Sham gap = 8.7 eV
DFT total energy = -1698.6286 hartree
ΔE to the lowest compared entry with this formula, charge and spin = 2094.19 kJ/mol
LUMO level = 0.007 Ha
HOMO level = -8.53 eV

---

# 5
C25H29IN5O3SV as an isolated structure, computed with wB97M-V/def2-TZVPD.

XYZ file:
```
65
Properties=species:S:1:pos:R:3
V 0.1005 -1.4200 1.9099
O -1.5432 6.1366 0.2348
C -0.6832 5.1238 0.0733
O 0.2543 5.2406 -0.6807
C -0.9167 3.8788 0.8555
C 0.1711 3.2249 1.4301
C 0.0227 1.9609 1.9613
C -1.2021 1.2884 1.8731
C -2.3067 1.9764 1.3604
C -2.1661 3.2646 0.8682
N -1.2763 -0.0615 2.2540
C -2.4300 -0.5130 2.8140
C -2.5446 -1.8860 2.8774
C -3.6869 -2.6133 3.3252
C -3.7175 -3.9587 3.1895
C -2.6033 -4.6213 2.5964
C -1.5280 -3.9001 2.2006
N -1.4556 -2.5362 2.3387
H -2.1480 5.9546 0.9656
H 1.1344 3.7192 1.4577
H 0.8551 1.4716 2.4472
H -3.2635 1.4772 1.2903
H -3.0250 3.7594 0.4286
H -3.1849 0.1786 3.1622
H -4.5130 -2.0639 3.7569
H -4.5760 -4.5303 3.5140
H -2.6056 -5.6938 2.4652
H -0.6588 -4.3628 1.7563
O 0.3341 -2.4704 0.2417
N 1.5561 -2.6604 -0.2611
C 1.7060 -3.7040 -1.1091
C 2.9070 -3.9515 -1.7063
C 3.9850 -3.1033 -1.4211
C 3.8122 -2.0563 -0.5540
C 2.5684 -1.8171 0.0601
S 2.2786 -0.5445 1.1619
H 0.8091 -4.2890 -1.2438
H 3.0074 -4.7975 -2.3692
H 4.9523 -3.2813 -1.8708
H 4.6271 -1.3959 -0.2946
C 1.7494 2.5345 -2.7591
C 1.6796 1.5141 -1.5979
N 0.6187 0.5443 -1.8336
C -0.6771 1.2047 -1.8657
C -0.6942 2.3124 -2.9466
N 0.6102 2.2140 -3.6903
C 0.7762 0.8413 -4.2754
C 0.8524 -0.1534 -3.0870
H 2.6656 2.4618 -3.3435
H 1.6043 3.5586 -2.4192
H 1.4744 2.0281 -0.6623
H 2.6245 0.9855 -1.4822
H -0.8780 1.6366 -0.8890
H -1.4432 0.4551 -2.0644
H -0.7277 3.3125 -2.5198
H -1.4939 2.1939 -3.6761
H 0.6055 2.8979 -4.4434
H 1.6788 0.8527 -4.8838
H -0.0824 0.6663 -4.9219
H 1.8352 -0.6241 -3.0480
H 0.1075 -0.9394 -3.2060
I 1.7465 -3.3105 3.6572
C 0.7611 -1.4096 3.8474
H 1.5399 -0.6987 4.1112
H 0.0204 -1.5019 4.6402
```

Kohn-Sham gap (alpha / beta) = 6.0 / 5.9 eV
multiplicity = 2
net charge = +1
DFT total energy = -3109.2100 hartree
ΔE to the lowest compared entry with this formula, charge and spin = 0.00 kJ/mol
LUMO level (alpha / beta) = -0.094 / -0.096 Ha
expectation value of S² = 0.800
HOMO level (alpha / beta) = -8.58 / -8.55 eV

---

# 6
C25H29IrN2O10Se as an isolated structure in a non-equilibrium geometry, computed with wB97M-V/def2-TZVPD.

XYZ file:
```
68
Properties=species:S:1:pos:R:3
Ir -0.0603 -0.9650 0.4854
N -1.7447 -1.4119 1.9601
C -1.0952 -1.4834 3.2782
C 0.1673 -2.3067 3.1518
O 0.4998 -3.1251 4.0127
N 0.7790 -2.0438 1.9939
C 1.7834 -2.9729 1.5266
C 1.2578 -3.5304 0.2110
O 1.5544 -4.6301 -0.2201
O 0.4746 -2.6898 -0.4379
H -2.4543 -0.6917 1.9382
H -2.1518 -2.2840 1.6353
H -1.7411 -1.8870 4.0566
H -0.7998 -0.4701 3.5559
H 1.9630 -3.7769 2.2341
H 2.7332 -2.4642 1.3151
C -2.5776 -2.8597 -2.9286
C -2.6647 -1.9381 -1.7170
C -4.0939 -1.4980 -1.4418
O -2.2265 -2.6301 -0.5518
C -1.8217 -0.6733 -2.0399
O -2.1371 -0.0594 -3.0538
O -0.8198 -0.3097 -1.3036
H -3.1945 -3.7458 -2.7625
H -1.5426 -3.1734 -3.0868
H -2.9159 -2.3354 -3.8196
H -4.7507 -2.3689 -1.3833
H -4.4316 -0.8351 -2.2356
H -4.1400 -0.9635 -0.4898
H -1.4065 -3.1028 -0.7666
C 3.9753 0.5424 -5.8845
C 3.4290 0.3193 -4.4986
C 3.8416 -0.7571 -3.7295
C 3.3961 -0.9378 -2.4235
C 3.8514 -2.1503 -1.6558
C 2.5093 0.0008 -1.8837
Se 2.1101 -0.1335 -0.0009
C 2.0252 1.0670 -2.6565
C 1.0190 2.0527 -2.1385
C 2.5070 1.2014 -3.9536
H 4.5756 -0.3065 -6.2125
H 4.6095 1.4315 -5.9094
H 3.1705 0.6930 -6.6065
H 4.5308 -1.4824 -4.1506
H 4.4441 -2.8065 -2.2918
H 2.9980 -2.7218 -1.2959
H 4.4577 -1.8725 -0.7887
H 0.1283 1.5270 -1.7956
H 0.7295 2.7465 -2.9274
H 1.4155 2.6161 -1.2930
H 2.1509 2.0338 -4.5521
O 1.1426 2.1342 1.1503
C 0.0488 1.8390 1.6320
O -0.6355 0.7739 1.4222
C -0.5966 2.8003 2.6036
C 0.0290 4.0080 2.8731
C -0.4818 4.9028 3.8192
C -1.6256 4.5230 4.4720
O -2.3073 5.2007 5.4508
C -3.4195 4.3755 5.7993
O -3.3932 3.2174 4.9700
C -2.2641 3.3318 4.1924
C -1.7848 2.4491 3.2636
H 0.9399 4.2368 2.3386
H -0.0005 5.8490 4.0256
H -4.3474 4.9248 5.6294
H -3.3363 4.0788 6.8473
H -2.2844 1.5180 3.0431
```

Kohn-Sham gap (alpha / beta) = 7.4 / 6.0 eV
multiplicity = 2
net charge = -1
DFT total energy = -4337.9124 hartree
ΔE to the lowest compared entry with this formula, charge and spin = 41.89 kJ/mol
LUMO level (alpha / beta) = 0.084 / 0.037 Ha
expectation value of S² = 0.754
HOMO level (alpha / beta) = -5.07 / -5.03 eV

---

> Which of these has the highest DFT total energy?

C25H29FN6O4